{
  "formula": "C43H40N3O2P2PtS2",
  "method": "the ωB97M-V functional and the def2-TZVPD basis",
  "e_above_lowest_kj_mol": 118.5,
  "charge": 1,
  "fmax_ev_per_a": 0.96,
  "orbital_gap_ev": 6.50,
  "multiplicity": 1,
  "species": ["Pt", "C", "C", "C", "C", "C", "C", "C", "S", "O", "O", "N", "C", "C", "C", "C", "C", "N", "H", "H", "H", "H", "H", "H", "H", "H", "H", "H", "H", "C", "C", "P", "C", "C", "C", "C", "C", "C", "C", "C", "C", "C", "C", "C", "P", "C", "C", "C", "C", "C", "C", "C", "C", "C", "C", "C", "C", "H", "H", "H", "H", "H", "H", "H", "H", "H", "H", "H", "H", "H", "H", "H", "H", "H", "H", "H", "H", "H", "H", "H", "H", "S", "C", "N", "C", "C", "C", "C", "H", "H", "H", "H", "H"],
  "xyz": [[-0.16501, -0.46393, 0.04006], [-1.05213, -1.26408, -8.10388], [-1.15171, -0.61844, -6.74468], [-0.00789, -0.31107, -6.00853], [-0.10078, 0.27916, -4.75640], [-1.35425, 0.55643, -4.22970], [-2.50791, 0.28403, -4.95689], [-2.39704, -0.29700, -6.20797], [-1.49571, 1.22633, -2.60628], [-2.78526, 1.86043, -2.53504], [-0.31834, 2.00037, -2.33871], [-1.45036, -0.07678, -1.58765], [-2.61851, -0.65473, -1.06771], [-3.89221, -0.72854, -1.64226], [-4.89106, -1.36329, -0.93718], [-4.62159, -1.93036, 0.30851], [-3.34069, -1.83317, 0.79608], [-2.36829, -1.20457, 0.12654], [-0.03387, -1.58769, -8.31331], [-1.35109, -0.56094, -8.88509], [-1.71099, -2.13043, -8.17516], [0.96819, -0.54170, -6.42112], [0.78131, 0.51898, -4.17647], [-3.47674, 0.55015, -4.55335], [-3.29299, -0.50524, -6.78393], [-4.07855, -0.28619, -2.60617], [-5.88871, -1.42117, -1.35350], [-5.39046, -2.43015, 0.88187], [-3.06962, -2.25532, 1.75814], [-0.11305, 0.64172, 3.22011], [1.10500, -0.26799, 3.11954], [0.83050, -1.50934, 1.81079], [2.38157, -2.46000, 1.79486], [3.12380, -2.65528, 0.62974], [4.29724, -3.40634, 0.66766], [4.72124, -3.97139, 1.85998], [3.97176, -3.79711, 3.01809], [2.80598, -3.04925, 2.98814], [-0.34689, -2.69758, 2.50379], [-0.76504, -2.69486, 3.83032], [-1.64312, -3.67304, 4.28382], [-2.09829, -4.65844, 3.41867], [-1.68051, -4.66756, 2.09221], [-0.81212, -3.68938, 1.63609], [-0.42353, 1.40075, 1.58175], [-1.99430, 2.26990, 1.80844], [-2.89681, 2.29748, 0.75101], [-4.10931, 2.96227, 0.88273], [-4.42100, 3.60500, 2.07096], [-3.52095, 3.58378, 3.13101], [-2.31134, 2.91813, 3.00296], [0.85531, 2.69248, 1.47605], [1.21736, 3.47095, 2.57706], [2.16752, 4.47273, 2.44492], [2.77558, 4.69595, 1.21634], [2.41910, 3.92537, 0.11800], [1.45602, 2.92904, 0.24249], [0.04338, 1.40105, 3.98529], [-1.01324, 0.08405, 3.48290], [1.34129, -0.74483, 4.07057], [1.98172, 0.31241, 2.82141], [2.76449, -2.24771, -0.30522], [4.86915, -3.56141, -0.24051], [5.63243, -4.55694, 1.88963], [4.29402, -4.25400, 3.94526], [2.21803, -2.92774, 3.89262], [-0.41667, -1.93799, 4.52441], [-1.97161, -3.66216, 5.31595], [-2.78165, -5.41877, 3.77730], [-2.04167, -5.43075, 1.41334], [-0.49239, -3.68830, 0.59903], [-2.65523, 1.81837, -0.18562], [-4.80176, 2.97632, 0.04969], [-5.36419, 4.12911, 2.17395], [-3.76105, 4.09041, 4.05778], [-1.62015, 2.91372, 3.83918], [0.75998, 3.31175, 3.54706], [2.42920, 5.08577, 3.30041], [3.51838, 5.47856, 1.11644], [2.88158, 4.10517, -0.84365], [1.13927, 2.35974, -0.62478], [1.74290, -0.45946, -1.60910], [3.01976, 0.61844, -1.30118], [3.78177, 0.50386, -0.18147], [4.85626, 1.27584, 0.10142], [5.24220, 2.24770, -0.76490], [4.49380, 2.41754, -1.94324], [3.40315, 1.62897, -2.20144], [3.51154, -0.22848, 0.46285], [5.37095, 1.06713, 1.02898], [6.09860, 2.86738, -0.54339], [4.78498, 3.18358, -2.65206], [2.81134, 1.76255, -3.09664]],
  "forces_ev_per_angstrom": [[0.93, -0.15, 0.16], [-0.02, 0.11, 0.09], [0.09, -0.01, -0.07], [-0.04, 0.01, 0.02], [-0.08, -0.04, 0.01], [0.01, -0.16, -0.07], [0.06, 0.04, 0.03], [-0.04, -0.04, -0.04], [-0.21, -0.28, 0.04], [-0.07, -0.02, 0.11], [0.20, 0.01, 0.07], [-0.36, 0.44, 0.39], [0.08, 0.20, -0.36], [0.09, 0.10, -0.04], [0.03, -0.03, 0.03], [-0.10, 0.07, -0.04], [0.18, 0.14, 0.23], [0.29, -0.39, -0.35], [-0.01, 0.00, 0.00], [0.02, -0.03, 0.03], [0.01, 0.02, 0.01], [-0.04, 0.02, 0.02], [-0.03, -0.07, -0.04], [0.06, 0.00, -0.04], [0.04, 0.01, 0.05], [-0.03, 0.04, 0.00], [0.02, 0.00, -0.02], [0.05, 0.01, -0.03], [0.01, 0.04, -0.08], [0.08, 0.13, 0.05], [-0.06, -0.07, 0.14], [-0.24, 0.49, -0.05], [0.08, 0.05, -0.38], [0.04, -0.20, 0.18], [-0.05, 0.04, 0.01], [0.03, 0.02, -0.03], [-0.06, 0.03, 0.06], [0.03, 0.07, 0.06], [-0.06, -0.15, -0.20], [-0.04, 0.01, 0.04], [-0.02, 0.00, 0.00], [0.00, 0.03, 0.00], [0.01, 0.00, 0.02], [0.08, -0.05, 0.06], [-0.11, -0.13, -0.22], [0.00, 0.03, 0.02], [-0.05, 0.04, 0.05], [0.01, 0.00, -0.02], [-0.01, 0.00, 0.00], [0.04, -0.01, 0.02], [-0.08, 0.04, 0.04], [0.03, 0.02, 0.04], [0.05, 0.04, -0.02], [0.01, -0.02, 0.09], [-0.02, -0.03, -0.07], [-0.10, 0.05, 0.10], [0.03, 0.13, -0.02], [-0.02, -0.03, 0.06], [-0.03, -0.02, 0.01], [0.05, -0.01, 0.04], [0.06, 0.02, -0.01], [0.03, -0.03, -0.03], [-0.06, 0.02, 0.05], [-0.06, 0.02, 0.00], [-0.01, 0.02, -0.02], [0.06, -0.07, -0.04], [-0.03, -0.05, -0.04], [0.02, -0.01, -0.04], [0.03, 0.04, -0.02], [0.04, 0.03, 0.03], [-0.03, -0.01, 0.02], [-0.02, 0.01, 0.00], [0.04, 0.01, 0.03], [0.06, -0.04, 0.00], [0.00, -0.02, -0.03], [-0.05, 0.01, -0.05], [-0.01, 0.04, -0.06], [-0.01, -0.07, -0.05], [-0.04, -0.02, -0.01], [-0.10, 0.08, 0.06], [-0.02, 0.03, 0.05], [-0.78, -0.42, -0.29], [0.09, 0.11, 0.48], [-0.12, 0.10, -0.05], [0.00, -0.02, 0.12], [0.06, 0.06, -0.12], [0.11, -0.12, -0.05], [0.11, -0.04, -0.26], [0.06, -0.06, 0.08], [-0.07, -0.02, -0.01], [-0.02, -0.04, 0.00], [-0.06, -0.01, 0.02], [-0.02, -0.01, 0.06]]
}